# 1
ORCA calculation (ωB97M-V/def2-TZVPD) on a molecular structure, C59H43N8O4P2RuSSe2 at a distorted geometry.

XYZ file:
```
120
Properties=species:S:1:pos:R:3:forces:R:3:lowdin_charge:R:1
C -0.931323 -0.342618 5.580970 -0.8 0.0 0.3 -0.307
H -0.913458 -6.280659 1.676703 0.0 -0.1 0.0 0.108
C -1.039747 4.123526 2.981488 0.2 0.0 -0.2 -0.012
H 4.149738 -1.126639 1.816863 0.1 0.0 -0.1 0.104
H 5.960205 0.216563 2.771253 0.2 0.0 0.0 0.114
C -3.301932 -0.060017 5.660527 0.0 0.0 0.1 -0.057
H 1.002881 -4.579826 2.933946 0.1 0.0 0.0 0.069
H 1.702575 3.945798 -3.311730 0.0 0.1 0.0 0.159
H -4.229963 0.222145 5.182769 0.0 0.0 0.0 0.115
C 2.254948 -3.102950 -5.202052 0.0 -0.1 0.0 -0.071
H 3.148199 -3.035559 -5.805525 0.1 0.0 0.0 0.107
C 3.160032 -5.205026 0.403917 0.0 0.0 0.0 -0.061
C 1.033619 1.679327 0.273943 0.2 0.2 -0.5 -0.151
C 2.274517 -0.043379 -1.472020 0.0 0.3 0.0 -0.025
H 2.252431 -1.357288 0.231297 -0.2 -0.1 0.0 0.108
H -0.021403 11.427896 -4.358657 0.1 0.0 0.0 0.099
H -4.270667 -2.611898 -2.112401 -0.1 0.0 0.1 0.100
C 2.652708 -5.169359 1.694087 0.1 -0.1 0.0 -0.066
C 5.008776 0.181612 3.275323 -0.1 0.0 0.0 -0.038
N -1.366921 -0.129421 -0.706408 0.1 1.3 0.1 -0.040
C 0.584303 -4.442339 -4.121206 -0.1 -0.1 0.1 -0.109
H 1.411014 7.699758 -6.233018 0.0 0.0 -0.1 0.122
Ru -0.131025 -0.270838 2.264374 -0.6 -0.1 -1.1 0.951
H 2.804139 -4.719238 -1.658579 0.1 0.0 -0.1 0.107
N -1.237337 -0.885735 0.352654 1.2 0.1 1.6 -0.132
H 1.001261 12.036198 -5.681086 0.0 0.0 0.1 0.097
C 3.976084 -0.563551 2.721893 -0.1 0.0 -0.1 -0.056
C 0.764655 5.490812 -2.188473 -0.1 -0.3 0.5 -0.244
C -0.005892 3.859971 0.844232 0.1 -0.5 0.2 -0.059
C 1.081442 8.996150 -4.567889 -0.1 -0.3 0.2 -0.270
C 1.347722 2.125943 -1.040136 0.1 -0.4 0.3 -0.064
C 0.879082 6.646707 -3.049945 0.1 0.6 -0.4 -0.163
H -5.037143 -7.340604 1.285171 -0.1 -0.1 0.0 0.110
H -0.845182 2.411357 4.262324 -0.1 -0.1 -0.1 0.110
C 1.019257 3.462619 -1.356473 -0.6 0.6 0.9 -0.121
H -2.095117 0.326287 3.901900 -0.1 0.0 0.4 0.081
H 4.140527 -5.619260 0.225271 0.1 -0.1 0.0 0.110
C 0.961502 11.353404 -4.834850 0.0 0.3 0.1 -0.072
N -0.009819 2.037798 2.416779 -0.4 -1.2 -0.7 0.029
C -2.105140 -0.892416 7.578426 0.0 0.1 -0.2 -0.046
H 0.022349 -1.116303 7.332281 0.0 0.0 0.1 0.128
C 1.333289 0.261929 5.301073 0.9 0.8 0.4 -0.378
H 0.727784 10.012432 -2.695466 0.0 0.1 0.0 0.107
H -0.038172 -1.147591 -3.643168 0.0 0.1 0.0 0.091
C -4.572147 -5.288317 0.912971 0.0 0.1 0.0 -0.068
N 1.388986 0.945472 6.371542 -0.1 0.1 0.0 0.069
H -6.223057 -2.059021 -3.529093 -0.1 0.0 0.0 0.107
C 3.598048 0.834714 5.056706 -0.6 -0.1 0.4 -0.178
H -3.806815 -2.525634 -7.025197 0.0 0.0 -0.1 0.107
C -2.266332 -4.704488 1.148199 0.2 0.3 0.2 -0.450
C -2.115509 0.017644 4.953531 0.5 0.1 -0.3 -0.093
H 2.230198 -5.247382 -5.216991 0.0 -0.1 -0.1 0.110
C -0.911427 -0.816282 6.881643 0.2 0.0 -0.2 0.002
P -1.591129 -3.401625 -2.713493 -0.4 -1.1 -0.2 0.573
C -0.641958 2.817938 3.277865 -0.1 0.0 0.3 -0.100
C -2.951675 -2.859642 -3.780270 0.3 0.1 0.1 -0.357
O 3.517289 0.705673 7.702116 0.0 -0.1 0.0 -0.258
C 0.470142 -2.034920 -3.994760 0.0 -0.1 0.0 -0.092
C 1.401971 -4.630725 1.929311 -0.1 0.0 0.1 -0.123
Se -0.998199 -2.612037 3.204239 0.4 1.1 -0.7 0.546
H 0.580600 -3.775951 -1.247350 0.2 -0.1 0.1 0.048
C -4.257757 -6.595759 1.249929 0.0 0.0 0.0 -0.061
H 0.170873 -5.411317 -3.871953 -0.1 0.0 0.1 0.062
C 1.737818 -4.347540 -4.879383 0.1 0.0 0.0 -0.070
N -1.515648 -0.850220 -1.774652 -0.1 0.0 -0.3 0.024
C 0.832885 9.062973 -3.195342 0.0 0.2 -0.2 -0.002
H 2.734512 -0.768526 -2.122348 0.1 -0.1 0.0 0.108
C -1.943531 -6.012913 1.483884 0.0 0.2 0.0 -0.105
H 1.251346 5.633177 -4.924094 0.0 -0.1 -0.1 0.108
H -1.589714 4.694275 3.712836 0.0 0.0 0.1 0.118
H -5.991491 -2.053350 -5.983887 -0.1 0.1 -0.1 0.106
N 0.242906 5.546802 -0.979378 -0.1 0.4 -0.1 0.188
H 1.908346 -1.229437 2.923328 0.5 0.2 0.2 0.065
C -1.284389 -2.183958 -0.037013 -0.1 -0.2 0.0 -0.421
C 0.327419 2.532973 1.202562 -0.1 0.8 -0.1 -0.137
H -1.013949 5.647403 1.469158 0.0 0.1 -0.1 0.127
H 1.742382 11.619331 -4.114686 -0.1 0.0 0.0 0.100
Se -1.952177 -5.382241 -2.027236 0.2 0.5 -0.2 0.417
C -5.134623 -2.269405 -5.364363 0.0 0.0 -0.1 -0.072
H 0.529251 7.948947 -1.399843 0.0 0.0 0.1 0.112
C -2.950539 -6.959002 1.534426 0.0 -0.1 0.0 -0.063
C -2.815957 -2.849842 -5.161272 0.1 0.1 0.2 -0.072
C 1.230089 7.738379 -5.169583 0.1 0.3 -0.1 0.008
C -3.289324 -0.499167 6.975730 -0.1 0.0 0.0 -0.064
H -3.801996 -3.301975 0.613861 -0.1 0.0 0.0 0.108
C -0.723593 4.648918 1.752214 0.0 -0.2 0.2 0.039
C 0.386157 4.315889 -0.443329 0.7 -0.8 -1.0 -0.166
O 1.176694 10.067121 -5.378246 0.1 -0.3 -0.2 -0.067
N 1.384776 0.446115 0.686605 -1.2 -0.5 0.7 0.023
C -5.269056 -2.281877 -3.984068 0.0 0.0 0.1 -0.069
C 2.723872 -0.602887 3.321428 -0.2 -0.2 0.3 -0.037
C 1.965421 1.219460 -1.914974 -0.1 -0.1 0.3 0.026
C 0.725956 7.904510 -2.458360 0.1 -0.4 -0.1 -0.011
C -0.050131 -3.286160 -3.682818 -0.3 0.1 0.2 -0.371
C -3.910117 -2.544922 -5.950651 -0.1 0.0 -0.1 -0.070
H -4.211152 -0.545432 7.530079 -0.2 0.0 0.1 0.109
S 2.970591 1.472819 6.631343 0.4 -0.2 -0.2 0.683
C 2.416326 -4.701222 -0.651656 0.0 0.0 0.0 -0.055
C 1.623221 -1.952283 -4.753820 0.1 0.1 0.0 -0.086
H -5.591109 -5.021735 0.676785 -0.1 0.0 0.0 0.111
C -4.179416 -2.584451 -3.189715 0.1 0.1 0.0 -0.092
O 3.018714 2.895534 6.689345 -0.2 0.0 -0.3 -0.261
C 1.982332 -0.380051 -0.153203 0.1 -0.3 0.1 -0.121
C 0.649798 -4.138978 0.867279 -0.3 0.2 0.3 -0.352
C 4.839014 0.876081 4.470086 0.0 0.1 0.1 -0.011
H -1.860358 -3.076790 -5.610610 0.1 0.0 -0.1 0.105
C 1.140956 6.584996 -4.423728 -0.1 0.0 0.3 -0.024
C -1.467794 -2.148324 -1.426457 0.1 -0.3 0.5 -0.416
C 2.551978 0.124058 4.490997 0.2 -0.2 -0.5 -0.141
C 1.161129 -4.168194 -0.422580 -0.2 0.1 -0.1 -0.093
H -2.102188 -1.261499 8.591409 0.0 0.0 0.1 0.115
H 2.030439 -0.984843 -5.002732 0.1 0.1 -0.1 0.101
H 2.192359 1.513147 -2.927125 0.0 0.0 -0.2 0.118
H 3.232688 -5.560221 2.516317 0.1 0.0 0.1 0.111
H 5.646464 1.431985 4.917747 0.1 0.1 0.0 0.129
N 1.237224 4.231128 -2.466693 0.0 0.2 -0.1 0.196
H -2.712743 -7.980951 1.788971 0.0 -0.1 0.0 0.112
P -0.991038 -3.432664 1.210086 0.0 -0.7 -0.7 0.666
C -3.577044 -4.329813 0.872275 0.1 0.0 0.1 -0.124
O 0.239113 -0.299201 4.805766 -0.2 -0.1 -0.5 -0.086
```
Positions in Å, forces in eV/Å.

Computed properties:
- frontier orbital gap (alpha / beta) (eV) = 6.41 / 6.30
- energy (eV) = -244674.6769
- charge = +1
- energy above the lowest of the compared OMol25 structures with the same formula, charge and spin (eV) = 1.7343
- highest occupied orbital energy (alpha / beta) (eV) = -9.7 / -9.7
- E_LUMO (alpha / beta) (hartree) = -0.122 / -0.126

=====

# 2
ORCA calculation (ωB97M-V/def2-TZVPD) on a molecular structure, C59H45I2N3O4P2STi at a distorted geometry.

XYZ file:
```
117
Properties=species:S:1:pos:R:3:forces:R:3:lowdin_spin:R:1
H 2.041537 3.449722 6.911020 0.1 -0.4 -1.1 0.000
N -2.181940 -1.814754 -1.355343 -2.8 0.4 0.0 0.008
C 1.205030 2.323057 5.221281 0.4 -0.6 0.7 0.000
C 2.434979 3.870423 -3.797807 0.6 1.0 0.3 0.000
C 1.987270 -6.288979 -1.173466 -0.7 0.2 -0.5 0.000
H -1.660229 2.920836 -3.633675 -0.2 -0.2 0.2 0.000
Ti -0.147849 -1.675059 -0.634693 -0.3 0.8 -0.3 0.938
H -0.238872 -2.863076 -3.821310 -0.3 -0.3 -0.1 0.001
O -0.068044 -3.433579 -0.296408 0.9 -0.5 0.2 -0.015
C 2.520553 2.962316 -4.829470 -0.4 -0.3 -0.6 0.000
C 3.298935 -4.786435 0.225939 -0.6 0.1 -0.5 0.000
C -4.185964 -1.541558 -5.101666 -0.3 -0.1 -1.0 0.000
H -5.663440 -2.867435 -4.281708 -0.1 0.1 0.1 0.000
H -5.726989 -3.408143 -1.873592 0.5 -0.2 0.0 0.000
C -2.366732 -0.885651 -3.621390 0.1 -0.2 -0.7 0.001
I -1.014404 -5.658295 -2.077835 0.9 -0.3 0.2 0.001
H -4.591879 0.115557 3.756708 0.3 0.0 0.0 0.000
H -3.010067 4.037616 3.298909 0.1 0.0 -0.2 0.000
N 1.168159 -2.090899 -2.565472 1.6 0.6 0.5 0.006
H 0.322013 0.643065 -3.690495 0.4 0.3 0.2 0.000
H 4.566881 -2.073175 -3.092855 -1.1 0.0 -0.1 0.000
H 3.797911 -3.047678 -5.279338 -0.2 0.0 0.5 0.000
P -0.021401 1.938664 -1.128208 -0.8 -1.1 -0.1 0.000
H 1.876075 -4.261800 5.866055 -0.4 1.0 -0.5 0.000
H -4.584804 -1.558216 -6.137026 0.1 0.2 0.9 0.000
H -0.365210 -4.059552 4.896240 0.4 0.7 -0.4 0.000
H 2.682615 -0.137951 4.777947 0.1 -0.2 0.1 0.000
C -1.802349 2.124171 -1.560089 -0.5 0.3 -1.3 0.000
C 2.393466 -2.523186 0.884505 0.0 0.1 0.3 0.003
H -5.633103 2.475262 -2.040813 0.2 0.1 0.0 0.000
C 1.725887 -3.094879 -4.657871 0.3 -0.6 -1.3 0.000
H 3.122438 3.175504 -5.720938 -0.1 -0.2 0.5 0.000
H -4.929161 2.512323 3.199940 0.5 -0.3 0.4 0.000
H -1.487434 -0.282462 -3.449648 0.1 -0.1 0.1 0.000
C 3.444902 3.144282 3.803302 0.3 0.6 0.3 0.000
O -2.831226 -2.527829 2.104605 0.7 1.2 -1.8 0.001
C 1.793896 4.787822 1.046773 0.5 0.7 0.8 0.000
C -1.547027 2.473127 3.486832 0.0 0.4 -0.6 0.000
H 2.810574 4.971973 1.396242 -0.2 -0.2 0.1 0.000
C -2.437906 0.258663 3.766424 0.5 -0.5 0.3 0.000
H 2.790162 0.060237 -1.391757 -0.3 -0.6 0.3 0.000
O 3.937167 2.869842 1.061810 0.6 0.1 -0.2 0.000
C 2.862619 -1.019990 -1.138827 0.1 -0.4 0.0 0.003
H -4.495387 -3.659933 0.239686 -0.1 0.4 0.3 0.000
H -4.772769 1.573273 0.095780 0.7 0.4 -0.3 0.000
C -0.748225 4.343204 0.124171 0.3 -0.2 -0.8 0.000
P 0.361041 0.569236 3.192411 -0.1 0.0 -1.4 0.000
H -1.765876 4.217948 -0.252638 0.5 -0.1 0.0 0.000
S 2.624558 2.254592 1.339398 -0.2 -0.9 -0.4 0.000
H 3.930766 -1.196455 -0.950842 -0.2 0.0 0.5 0.000
H -0.712366 3.174832 3.371900 -0.3 -0.3 0.1 0.000
C 1.719381 1.808698 -4.788455 0.6 0.3 -1.1 0.000
C -2.341941 -2.021016 1.095228 1.0 -0.7 0.4 0.005
C -2.321950 2.590684 -2.831650 0.8 -0.3 2.3 0.000
H 1.810986 -2.456065 1.821410 0.2 0.2 -0.3 0.000
C -2.841784 2.971083 3.368331 0.4 0.2 0.3 0.000
C 3.479167 -2.235516 -3.287455 0.9 0.3 0.3 0.000
C -0.386707 5.595974 0.566825 -0.5 1.0 0.8 0.000
C 2.212201 -3.898886 0.276783 0.2 -0.4 -0.8 -0.001
C 0.315019 -3.189035 4.789839 -0.7 -1.0 -0.1 0.000
C 2.034900 -1.009999 4.760080 -0.9 -0.3 0.1 0.000
C 2.518969 -1.845100 -2.358198 -1.6 -0.1 -0.5 0.002
C 3.181950 -5.957637 -0.540805 0.0 0.1 0.0 -0.001
C 0.916706 5.863801 0.968456 0.2 0.1 -0.1 0.000
I 4.894957 -7.121084 -1.000349 -0.5 0.3 0.4 0.000
C 1.567806 -3.307969 5.369739 0.0 -0.6 0.8 0.000
C 1.419156 3.491143 0.752669 -0.6 0.5 -0.3 0.000
C 0.936187 1.556601 -3.685958 -0.7 -0.5 -0.2 0.000
C 2.470159 2.418229 3.155257 -1.2 -0.5 1.0 0.000
C -1.314762 1.100586 3.594441 -0.9 0.1 0.3 0.000
H 1.266867 6.868207 1.269203 -0.4 -0.7 -0.3 0.000
C 2.391339 -2.204117 5.405725 0.5 0.6 -0.6 0.000
H 1.930232 -7.216945 -1.742573 -0.1 0.3 0.1 0.000
C -3.690574 2.723770 -2.914603 -0.6 0.3 -1.0 0.000
H 1.386270 -3.613341 -5.585695 0.2 0.6 0.9 0.000
H -1.028403 -2.014741 3.546576 0.8 -0.2 0.7 0.000
O -1.230227 -1.281076 0.998981 -1.2 -0.7 0.4 0.022
H 3.341189 -2.284345 5.913813 0.1 0.1 0.0 0.000
H -4.150450 3.101363 -3.827993 0.3 -0.1 0.1 0.000
H -2.265300 1.460672 0.411105 -0.1 -0.2 0.2 0.000
H 4.102619 4.030256 5.661551 -0.3 -0.2 -0.2 0.000
C -4.064912 1.916069 -0.682334 -0.4 -0.5 0.1 0.000
H 3.466401 -2.409417 1.104926 -0.4 0.1 0.2 0.000
H 1.938283 -0.528711 0.632052 0.0 -0.3 -0.1 0.001
H 3.081283 4.767727 -3.773961 -0.5 -0.6 -0.2 0.000
C -3.023559 -0.793182 -4.841157 0.6 -0.1 0.4 0.000
C 0.773311 -0.900703 4.121616 0.5 -1.3 0.9 0.000
H 4.317878 3.522186 3.273932 -0.3 -0.1 -0.1 0.000
H -1.173282 6.362597 0.633356 0.5 -0.3 -0.1 0.000
C -3.920258 2.117604 3.402544 -0.9 0.1 -0.2 0.000
C 3.083005 -2.816466 -4.482558 -0.6 -0.2 -0.1 0.000
H 1.725878 1.147399 -5.678021 -0.1 0.3 0.8 0.000
H 1.493778 4.410705 -1.941128 0.1 -0.2 -0.2 0.000
C 0.833242 2.482668 -2.643775 0.5 0.2 0.2 0.000
C -4.560701 2.399070 -1.884154 0.0 -0.4 0.3 0.000
C -4.133480 -2.339436 -2.855717 0.8 0.3 1.0 0.000
C -4.774918 -2.275271 -4.106164 0.7 0.2 -0.3 0.000
C -4.719330 -2.992583 -1.761610 -0.3 -0.5 0.1 0.001
C -3.724750 0.769407 3.661036 -0.1 -0.2 -0.1 0.000
C 0.202662 3.310710 0.037255 0.2 0.0 0.9 0.000
C -4.087463 -3.051483 -0.553878 -0.1 0.3 0.7 0.001
C -0.084204 -2.033258 4.130061 0.0 0.5 -0.5 0.000
C -2.917660 -2.298897 -0.309247 1.0 -0.2 -1.8 0.005
C 3.303964 3.465070 5.169779 1.0 0.2 -0.7 0.000
H 0.342607 1.974825 5.799412 0.3 0.1 -0.2 0.000
C 0.818322 -2.732929 -3.686810 0.1 0.6 0.3 0.002
C 0.879077 -5.404281 -1.128440 0.7 -1.0 0.2 -0.001
H -2.591438 -0.168025 -5.630621 -0.3 -0.2 0.4 0.000
C 1.004636 -4.258665 -0.377581 0.0 0.9 0.5 0.002
H -2.313971 -0.810732 4.010918 -0.1 0.9 -0.4 0.000
C 1.563376 3.666872 -2.735147 0.0 -0.2 0.4 0.000
C 2.177824 3.116388 5.853638 -1.0 0.1 1.0 0.000
N 1.960799 -1.354981 0.017340 0.3 0.2 0.0 0.008
C 1.402537 1.835522 3.939413 0.7 1.4 -0.8 0.000
C -2.686772 1.774296 -0.534896 0.1 0.3 -0.2 0.000
C -2.848555 -1.734086 -2.609132 -0.2 0.0 0.6 0.003
H 4.223645 -4.550782 0.754079 -0.2 0.0 -0.3 0.000
```
Positions in Å, forces in eV/Å.

Computed properties:
- frontier orbital gap (alpha / beta) (eV) = 6.35 / 6.34
- energy (eV) = -143300.3763
- charge = +1
- energy above the lowest of the compared OMol25 structures with the same formula, charge and spin (eV) = 1.3036
- 2S+1 = 2
- highest occupied orbital energy (alpha / beta) (eV) = -9.6 / -9.6
- E_LUMO (alpha / beta) (hartree) = -0.120 / -0.121